2 unconnected molecules or ions with the total composition C19H15BrF4O5P2S at a distorted geometry. Source: the OMol25 dataset; level of theory: ωB97M-V/def2-TZVPD.

The value obtained for the total energy is -5163.50840 Ha. As for the SMILES: CP(C)C1=CC(=O)c2c(P(O)Br)ccc(S(=O)(=O)C(F)(F)F)c2C1=O.Fc1ccccc1. For the HOMO energy, the calculation gives -8.40 eV. Its relative energy (zero: lowest compared OMol25 entry of this formula, charge and spin) is 211.0 kJ/mol. As for the HOMO-LUMO gap: 6.79 eV.

Bonds (Å) are listed after each position.
CARTESIAN COORDINATES (ANGSTROEM)
1 C 0.83 -1.49 2.75  P2 1.898, H26 1.112, H27 1.102, H28 1.129
2 P -0.15 -2.67 1.63  C1 1.898, C3 1.867, C4 1.867
3 C -1.92 -2.11 1.81  P2 1.867, H29 1.127, H30 1.120, H31 1.123
4 C 0.53 -2.31 -0.07  P2 1.867, C5 1.363, C24 1.550
5 C 1.51 -3.03 -0.68  C4 1.363, C6 1.556, H32 1.120
6 C 2.08 -2.67 -2.09  C5 1.556, O7 1.205, C8 1.554
7 O 3.19 -3.00 -2.40  C6 1.205
8 C 1.15 -1.84 -3.02  C6 1.554, C9 1.460, C23 1.473
9 C 1.29 -1.79 -4.47  C8 1.460, P10 1.872, C13 1.475
10 P 2.65 -2.70 -5.38  C9 1.872, O11 1.687, Br12 2.281
11 O 2.40 -2.32 -7.00  P10 1.687, H33 0.981
12 Br 4.62 -1.65 -4.89  P10 2.281
13 C 0.35 -0.99 -5.27  C9 1.475, C14 1.460, H34 1.115
14 C -0.76 -0.24 -4.69  C13 1.460, C15 1.464, H35 1.109
15 C -0.87 -0.30 -3.23  C14 1.464, S16 1.839, C23 1.445
16 S -2.28 0.64 -2.51  C15 1.839, O17 1.456, O18 1.461, C19 1.871
17 O -3.23 1.05 -3.54  S16 1.456
18 O -2.97 -0.17 -1.52  S16 1.461
19 C -1.53 2.18 -1.75  S16 1.871, F20 1.355, F21 1.381, F22 1.349
20 F -1.90 3.29 -2.44  C19 1.355
21 F -0.15 2.10 -1.88  C19 1.381
22 F -1.81 2.32 -0.44  C19 1.349
23 C 0.05 -1.06 -2.42  C8 1.473, C15 1.445, C24 1.562
24 C -0.03 -1.10 -0.86  C4 1.550, C23 1.562, O25 1.210
25 O -0.48 -0.17 -0.23  C24 1.210
26 H 0.81 -1.80 3.82  C1 1.112
27 H 0.50 -0.46 2.56  C1 1.102
28 H 1.89 -1.57 2.36  C1 1.129
29 H -2.19 -2.23 2.90  C3 1.127
30 H -2.11 -1.04 1.56  C3 1.120
31 H -2.61 -2.72 1.18  C3 1.123
32 H 1.91 -3.90 -0.09  C5 1.120
33 H 2.81 -1.44 -7.14  O11 0.981
34 H 0.47 -0.93 -6.38  C13 1.115
35 H -1.50 0.34 -5.28  C14 1.109
36 F 0.60 0.59 3.99  C37 1.350
37 C 0.19 1.78 4.46  F36 1.350, C38 1.383, C42 1.383
38 C 0.09 1.98 5.82  C37 1.383, C39 1.389, H43 1.083
39 C -0.32 3.21 6.30  C38 1.389, C40 1.390, H44 1.083
40 C -0.64 4.23 5.41  C39 1.390, C41 1.390, H45 1.084
41 C -0.54 4.02 4.04  C40 1.390, C42 1.389, H46 1.083
42 C -0.11 2.79 3.56  C37 1.383, C41 1.389, H47 1.083
43 H 0.34 1.17 6.50  C38 1.083
44 H -0.40 3.38 7.37  C39 1.083
45 H -0.97 5.19 5.79  C40 1.084
46 H -0.79 4.81 3.35  C41 1.083
47 H -0.02 2.61 2.50  C42 1.083